{"formula": "C49H44BrFMoNO5S", "method": "ωB97M-V/def2-TZVPD", "species": ["Mo", "C", "C", "C", "O", "C", "C", "O", "C", "O", "C", "C", "C", "C", "C", "C", "C", "C", "C", "C", "C", "C", "C", "O", "C", "C", "C", "C", "C", "C", "C", "C", "C", "C", "C", "C", "H", "H", "H", "H", "H", "H", "H", "H", "H", "H", "H", "H", "H", "H", "H", "H", "H", "H", "H", "H", "H", "H", "H", "H", "H", "H", "H", "H", "F", "C", "C", "C", "C", "C", "C", "H", "H", "H", "H", "C", "S", "O", "C", "C", "C", "C", "C", "C", "H", "H", "H", "H", "H", "H", "H", "H", "Br", "C", "C", "C", "C", "N", "C", "H", "H", "H", "H"], "xyz": [[0.63768, 0.58439, -0.48999], [-1.47302, -4.91797, 2.80809], [-0.57737, -3.93187, 2.09783], [0.78028, -4.51933, 1.74395], [-0.41339, -2.75408, 2.91001], [-0.61889, -1.59966, 2.16177], [-0.76487, -2.16414, 0.71631], [-1.24371, -3.44851, 0.93409], [-1.64421, -1.41727, -0.32069], [-0.85660, -0.27708, -0.73622], [-2.97062, -0.92172, 0.25035], [-3.43566, 0.35100, -0.07621], [-4.64647, 0.80375, 0.42498], [-5.40241, -0.01398, 1.25086], [-4.95275, -1.29026, 1.55600], [-3.74287, -1.75011, 1.05510], [-1.82096, -2.25746, -1.59514], [-0.85232, -3.18908, -1.97405], [-1.00268, -3.91024, -3.14909], [-2.09831, -3.69462, -3.97025], [-3.06159, -2.76385, -3.59973], [-2.92111, -2.04431, -2.42422], [0.53649, -0.49320, 2.35939], [0.92466, -0.05807, 1.05861], [1.79351, -0.94027, 3.10463], [1.74552, -1.70406, 4.26752], [2.91295, -1.96954, 4.96957], [4.13275, -1.48168, 4.52602], [4.18581, -0.71943, 3.36998], [3.02265, -0.44681, 2.66730], [-0.10906, 0.75316, 3.02065], [-0.91254, 1.59549, 2.24802], [-1.58306, 2.67147, 2.80857], [-1.45327, 2.92820, 4.16428], [-0.65286, 2.10487, 4.93940], [0.01381, 1.02278, 4.37768], [-0.93423, -5.37391, 3.63604], [-1.78403, -5.69331, 2.10974], [-2.35454, -4.40973, 3.19645], [1.28769, -4.84232, 2.65078], [1.41342, -3.78313, 1.24299], [0.63080, -5.37816, 1.09101], [-1.55198, -1.12997, 2.48311], [0.24005, -2.20932, 0.26856], [-2.86292, 0.97535, -0.75025], [-5.00873, 1.78866, 0.15870], [-6.34802, 0.33760, 1.64070], [-5.55547, -1.93822, 2.17809], [-3.40807, -2.75548, 1.27077], [-0.00011, -3.40686, -1.34320], [-0.26210, -4.65493, -3.41230], [-2.20946, -4.25744, -4.88740], [-3.93673, -2.60864, -4.21638], [-3.69169, -1.34005, -2.14259], [0.80977, -2.09524, 4.63256], [2.86309, -2.55435, 5.87811], [5.03840, -1.69314, 5.07799], [5.13207, -0.32833, 3.01990], [3.08039, 0.16122, 1.77154], [-1.09426, 1.37676, 1.19388], [-2.22968, 3.28678, 2.19505], [-1.98282, 3.75766, 4.61267], [-0.53937, 2.30122, 5.99710], [0.62762, 0.39827, 5.00736], [3.86887, -3.03570, -4.24586], [3.19177, -2.27572, -3.41909], [3.57648, -2.22962, -2.07968], [2.86324, -1.43045, -1.21521], [1.77227, -0.68195, -1.68008], [1.38557, -0.77577, -3.02964], [2.10460, -1.55735, -3.90678], [4.41707, -2.82047, -1.74106], [3.15768, -1.39201, -0.17097], [0.51961, -0.23933, -3.39910], [1.83090, -1.63577, -4.95018], [-0.74493, 4.28576, -0.96842], [-1.14234, 2.88944, -2.03112], [0.10026, 1.92765, -1.73017], [-0.87249, 3.60001, -3.62311], [0.31403, 4.23594, -3.98086], [0.34941, 4.92815, -5.17540], [-0.78588, 4.99971, -5.98184], [-1.95177, 4.33767, -5.62395], [-2.00095, 3.62047, -4.43864], [0.21109, 4.70848, -1.26808], [-0.72578, 3.95865, 0.07264], [-1.53316, 5.02658, -1.10677], [1.19759, 4.17819, -3.35621], [1.25798, 5.43162, -5.47643], [-0.75898, 5.57944, -6.89476], [-2.82576, 4.37858, -6.25897], [-2.90194, 3.09293, -4.14818], [3.31280, 4.67833, 2.67535], [3.29375, 3.72504, 1.05727], [4.18797, 3.99884, 0.02797], [4.12332, 3.22973, -1.12628], [3.17884, 2.22941, -1.22779], [2.29779, 1.96998, -0.23938], [2.36691, 2.71266, 0.88350], [4.92122, 4.78824, 0.13221], [4.81065, 3.40144, -1.94275], [3.12317, 1.60661, -2.10961], [1.66458, 2.48706, 1.68111]], "atomic_forces_ev_per_a": [[2.2275, -1.0765, -3.1006], [-0.0179, 0.1976, -0.0742], [0.1083, -0.2760, 0.1112], [-0.1774, 0.1558, -0.0237], [0.0554, 0.0814, 0.1482], [-0.0316, 0.0548, -0.4950], [0.5696, 0.4408, -0.0455], [-0.1623, -0.0083, -0.0700], [-1.2115, -1.5220, 0.3006], [-1.1741, -0.1161, -0.0754], [0.3239, 0.4088, -0.2440], [0.0393, -0.1412, 0.1139], [-0.0127, 0.0555, -0.0211], [-0.0369, 0.0350, -0.0016], [-0.0169, -0.0140, -0.0238], [0.0159, -0.0825, 0.0141], [0.2739, 0.3604, 0.1466], [0.0252, -0.0538, -0.0461], [0.1321, -0.0170, 0.0084], [-0.0439, 0.0261, 0.0187], [-0.0038, 0.0372, -0.0042], [-0.0457, -0.0062, 0.0152], [-0.7880, -0.2759, 1.8842], [0.6064, -0.4712, 1.1975], [0.0666, 0.1475, -0.4661], [-0.0603, -0.0196, 0.0045], [0.0135, 0.0570, 0.0028], [0.0286, -0.0376, 0.0000], [0.0357, 0.0306, -0.0300], [-0.0019, -0.0669, -0.0006], [0.0524, -0.0368, -0.3015], [0.0883, -0.1010, 0.0205], [0.0106, -0.0191, -0.1402], [-0.0086, 0.0348, 0.0637], [-0.0134, 0.0476, 0.0342], [0.0830, -0.0675, -0.1372], [-0.0304, -0.0329, 0.0092], [0.0436, -0.0485, 0.0268], [-0.0072, -0.0082, -0.0229], [0.0220, -0.0001, -0.0050], [0.0269, -0.0373, 0.0023], [0.0727, -0.0304, 0.0107], [0.0576, 0.1018, -0.0282], [0.0103, -0.0551, 0.0254], [-0.0462, 0.0521, -0.0002], [-0.0078, -0.0074, 0.0122], [0.0006, -0.0165, 0.0038], [0.0219, -0.0109, 0.0047], [-0.0561, 0.0239, 0.0306], [-0.0215, 0.0158, -0.0138], [-0.0204, 0.0093, -0.0229], [-0.0231, -0.0218, 0.0197], [0.0212, -0.0057, -0.0226], [-0.0146, 0.0091, 0.0400], [-0.0032, 0.0327, 0.0365], [-0.0083, -0.0214, -0.0147], [-0.0092, -0.0007, 0.0127], [0.0029, -0.0119, -0.0028], [0.0838, 0.0106, 0.0627], [-0.1900, 0.0023, 0.0236], [-0.0064, 0.0101, 0.0176], [0.0202, 0.0037, 0.0135], [-0.0173, -0.0088, 0.0005], [0.0557, -0.0469, 0.0248], [0.0227, -0.0195, -0.0131], [-0.0786, 0.0588, 0.0986], [0.0101, 0.0182, -0.0096], [0.1400, -0.0206, 0.5191], [-0.6936, 0.7729, 0.5103], [-0.2329, 0.1353, -0.1390], [-0.0109, 0.0350, -0.0100], [0.0108, 0.0142, -0.0156], [-0.0231, -0.0160, -0.0257], [-0.0021, -0.0367, -0.0178], [0.0067, -0.0181, 0.0017], [0.0153, -0.1177, 0.0395], [0.0116, 0.7171, -0.2643], [-0.4179, 0.8736, -0.3349], [-0.1192, -0.2419, 0.2678], [0.1481, 0.0079, 0.0110], [0.0710, 0.0138, 0.0407], [-0.1071, -0.0510, 0.0387], [0.0235, 0.0339, -0.0461], [-0.0909, -0.1601, 0.0953], [0.0451, -0.0368, -0.0331], [-0.0586, -0.0846, -0.0464], [-0.0546, -0.0601, -0.0583], [-0.0292, 0.0463, 0.0362], [-0.0026, -0.0096, -0.0055], [0.0290, -0.0362, -0.0215], [0.0130, 0.0119, -0.0129], [-0.0122, 0.0483, -0.0073], [-0.0018, -0.1100, -0.2264], [0.0061, 0.0721, 0.0653], [-0.0515, -0.0152, 0.0890], [-0.0494, -0.0210, 0.0356], [0.0506, 0.0243, -0.0772], [0.5985, 0.6205, 0.2788], [-0.0765, -0.0380, 0.2571], [0.0089, -0.0110, 0.0081], [0.0117, -0.0251, 0.0003], [-0.0471, -0.0094, -0.0153], [0.0103, -0.0342, -0.0410]], "mulliken_charge": [-1.31, -1.57, 1.21, -1.37, -0.38, 0.39, -1.15, -0.49, 2.13, 0.44, -0.17, 0.07, -0.83, -0.89, -0.97, -0.29, -0.13, -0.32, -1.08, -0.71, -1.11, -0.43, 2.03, 0.35, -0.09, -0.24, -1.13, -0.79, -1.27, -0.38, 0.16, 0.62, -0.99, -1.11, -0.93, -0.64, 0.40, 0.38, 0.39, 0.47, 0.06, 0.40, 0.89, 0.24, 0.56, 0.52, 0.46, 0.51, 0.71, 0.42, 0.51, 0.49, 0.50, 0.54, 0.74, 0.49, 0.46, 0.50, 0.41, 0.18, 0.56, 0.48, 0.52, 0.56, -0.29, 0.19, -0.75, -0.07, 1.75, -0.19, -0.85, 0.56, 0.63, 0.55, 0.55, -0.81, 0.47, -0.27, 0.65, -0.23, -0.80, -0.49, -0.74, -0.45, 0.40, 0.04, 0.54, 0.35, 0.44, 0.44, 0.44, 0.49, -0.06, -0.54, -0.21, -0.95, -0.67, 0.82, -0.02, 0.52, 0.56, 0.66, 0.35], "de_lowest_kj_mol": 46.6, "orbital_gap_ev": 5.0, "charge": 3}